1.
DFT (ωB97M-V/def2-TZVPD) results for the molecule C5H9FIN at a distorted geometry.

Bonds (Å) are listed after each position.
Element x y z (Å)
1 C -0.872 1.142 -0.233  C2 1.545, C3 1.579, H9 1.082, H10 1.131
2 C 0.611 1.575 -0.229  C1 1.545, C4 1.508, H11 1.135, H12 1.142
3 C -1.249 -0.152 0.588  C1 1.579, N6 1.528, H13 1.118, H14 1.148
4 C 1.508 0.439 -0.649  C2 1.508, I8 2.027, H15 1.037
5 C 0.363 -1.965 0.353  N6 1.427, F7 1.357, H16 1.036
6 N -1.000 -1.593 0.146  C3 1.528, C5 1.427, H17 1.006
7 F 0.773 -3.014 -0.403  C5 1.357
8 I 3.373 0.291 0.131  C4 2.027
9 H -1.456 1.840 0.352  C1 1.082
10 H -1.464 1.018 -1.189  C1 1.131
11 H 0.646 2.512 -0.869  C2 1.135
12 H 0.839 1.759 0.875  C2 1.142
13 H -0.707 -0.040 1.560  C3 1.118
14 H -2.390 -0.192 0.699  C3 1.148
15 H 1.387 0.047 -1.600  C4 1.037
16 H 0.687 -2.122 1.324  C5 1.036
17 H -1.048 -1.544 -0.857  N6 1.006

Results
- Multiplicity: 1
- Kohn-Sham gap (spin up / spin down): 0.3089 / 0.2740 Eh
- LUMO energy (spin up / spin down): 0.6 / 0.1 eV
- Max |F|: 2.550 eV/A
- E_HOMO (spin up / spin down): -7.77 / -7.39 eV

These are the Löwdin partial charges, in e, on atoms 1 to 4: -0.221, -0.330, -0.203, -0.724



2.
DFT (ωB97M-V/def2-TZVPD) results for an isolated ion of composition C5H9FN3 and charge +1 at a distorted geometry.

Bonds (Å) are listed after each position.
Element x y z (Å)
1 C -2.201 0.296 0.930  N2 1.404, H10 1.069, H11 1.187, H12 1.111
2 N -0.840 -0.017 0.785  C1 1.404, C3 1.425, C9 1.629, H13 1.043
3 C -0.628 -1.015 -0.210  N2 1.425, C4 1.338, H14 1.051
4 C 0.567 -1.173 -0.790  C3 1.338, F5 1.289, C6 1.578
5 F 0.917 -2.009 -1.706  C4 1.289
6 C 1.651 -0.050 -0.555  C4 1.578, N7 1.361, N8 1.283
7 N 2.910 -0.433 -0.903  C6 1.361, H15 1.001, H16 1.082
8 N 1.270 1.080 -0.081  C6 1.283, C9 1.371
9 C -0.028 1.308 0.296  N2 1.629, N8 1.371, H17 1.073, H18 1.082
10 H -2.335 0.994 1.729  C1 1.069
11 H -2.518 0.858 -0.066  C1 1.187
12 H -2.822 -0.620 1.027  C1 1.111
13 H -0.535 -0.356 1.723  N2 1.043
14 H -1.407 -1.665 -0.484  C3 1.051
15 H 2.963 -1.290 -1.417  N7 1.001
16 H 3.655 0.318 -1.129  N7 1.082
17 H 0.162 1.952 1.133  C9 1.073
18 H -0.782 1.825 -0.282  C9 1.082

Results
- SMILES: C[N@H+]1C=C(F)C(N)=NC1
- Net charge: +1
- Multiplicity: 1
- Kohn-Sham gap: 0.3623 Eh
- LUMO energy: -3.8 eV
- Max |F|: 4.676 eV/A
- E_HOMO: -13.63 eV

These are the Löwdin partial charges, in e, on atoms 1 to 4: -0.045, -0.129, 0.016, -0.162



3.
DFT (ωB97M-V/def2-TZVPD) results for a 2-piece molecular cluster, C5H9FN4 overall at a distorted geometry.

Bonds (Å) are listed after each position.
Element x y z (Å)
1 C 2.858 0.809 -0.163  C2 1.429, N6 1.368, H11 1.105
2 C 1.511 1.274 -0.058  C1 1.429, C3 1.421, N8 1.451
3 C 0.737 0.083 -0.048  C2 1.421, N7 1.334
4 C -2.070 -0.427 1.249  N9 1.416, H12 1.174, H13 1.202, H14 1.107
5 C -1.840 -1.367 -1.033  N9 1.422, H15 1.181, H16 1.092, H17 1.101
6 N 2.935 -0.555 -0.231  C1 1.368, N7 1.358
7 N 1.624 -0.905 -0.169  C3 1.334, N6 1.358, F10 1.345
8 N 1.100 2.628 0.263  C2 1.451, H18 1.055, H19 1.075
9 N -1.729 -0.284 -0.118  C4 1.416, C5 1.422
10 F 1.380 -2.226 -0.248  N7 1.345
11 H 3.798 1.387 -0.110  C1 1.105
12 H -1.751 0.524 1.859  C4 1.174
13 H -3.250 -0.643 1.317  C4 1.202
14 H -1.577 -1.265 1.779  C4 1.107
15 H -0.858 -1.952 -1.328  C5 1.181
16 H -2.564 -2.124 -0.723  C5 1.092
17 H -2.034 -0.968 -2.040  C5 1.101
18 H 0.059 2.799 0.236  N8 1.055
19 H 1.670 3.213 -0.436  N8 1.075

Results
- Multiplicity: 1
- Kohn-Sham gap: 0.2250 Eh
- LUMO energy: -1.9 eV
- Max |F|: 3.254 eV/A
- E_HOMO: -8.03 eV

These are the Löwdin partial charges, in e, on atoms 1 to 4: -0.124, -0.336, 0.074, -0.203



4.
DFT (ωB97M-V/def2-TZVPD) results for a 2-piece molecular cluster, C5H9FO overall at a distorted geometry.

Bonds (Å) are listed after each position.
Element x y z (Å)
1 C 0.347 0.459 -0.068  C2 1.464, C3 1.526, C4 1.489, O6 1.516
2 C -0.105 -0.929 0.042  C1 1.464, C5 1.550, O6 1.328
3 C 1.394 1.077 0.855  C1 1.526, H8 1.164, H9 1.113, H10 1.087
4 C -0.494 1.376 -0.885  C1 1.489, H11 1.039, H12 1.113, H13 1.127
5 C -1.352 -1.838 -0.108  C2 1.550, H14 1.122, H15 1.109, H16 1.105
6 O 0.868 -0.737 -0.840  C1 1.516, C2 1.328
7 F 0.956 -1.748 1.410  no bonds
8 H 2.130 1.826 0.353  C3 1.164
9 H 2.138 0.269 1.030  C3 1.113
10 H 1.093 1.522 1.799  C3 1.087
11 H -0.840 0.791 -1.671  C4 1.039
12 H 0.048 2.271 -1.265  C4 1.113
13 H -1.378 1.712 -0.272  C4 1.127
14 H -1.704 -2.048 0.937  C5 1.122
15 H -0.952 -2.706 -0.671  C5 1.109
16 H -2.150 -1.297 -0.646  C5 1.105

Results
- Multiplicity: 1
- Kohn-Sham gap: 0.4229 Eh
- LUMO energy: 0.7 eV
- Max |F|: 3.288 eV/A
- E_HOMO: -10.78 eV

These are the Löwdin partial charges, in e, on atoms 1 to 4: -0.389, -0.243, -0.018, -0.012



5.
DFT (ωB97M-V/def2-TZVPD) results for a 2-piece molecular cluster, C5H9I3N3 overall at a distorted geometry.

Bonds (Å) are listed after each position.
Element x y z (Å)
1 C -1.793 2.663 0.963  N6 1.174, I9 1.991
2 C -2.237 0.107 -0.539  N7 1.282, I10 2.149, H12 1.084
3 C 2.086 1.341 1.645  C4 1.531, C5 1.515, H13 1.099, H14 1.074
4 C 0.714 1.301 2.322  C3 1.531, N8 1.411, H15 1.097, H16 1.084
5 C 2.538 -0.048 1.242  C3 1.515, I11 2.238, H17 1.052, H18 1.114
6 N -0.808 2.884 1.562  C1 1.174, N8 1.334
7 N -2.348 0.666 0.609  C2 1.282, H19 0.961
8 N 0.084 2.552 2.496  C4 1.411, N6 1.334, H20 0.999
9 I -3.364 3.560 0.132  C1 1.991
10 I -3.605 -1.452 -1.102  C2 2.149
11 I 2.736 -0.326 -0.969  C5 2.238
12 H -1.706 0.425 -1.429  C2 1.084
13 H 2.168 2.095 0.850  C3 1.099
14 H 2.783 1.746 2.354  C3 1.074
15 H 0.046 0.529 1.922  C4 1.097
16 H 0.865 1.013 3.357  C4 1.084
17 H 1.914 -0.829 1.573  C5 1.052
18 H 3.625 -0.144 1.466  C5 1.114
19 H -3.126 0.417 1.114  N7 0.961
20 H 0.734 3.287 2.681  N8 0.999

Results
- Net charge: +1
- Multiplicity: 1
- Kohn-Sham gap: 0.2803 Eh
- LUMO energy: -4.5 eV
- Max |F|: 4.672 eV/A
- E_HOMO: -12.14 eV

These are the Löwdin partial charges, in e, on atoms 1 to 4: -0.690, -0.613, -0.293, -0.212



6.
DFT (ωB97M-V/def2-TZVPD) results for a 2-piece molecular cluster, C5H9IN overall at a distorted geometry.

Bonds (Å) are listed after each position.
Element x y z (Å)
1 C 0.474 0.083 2.234  C2 1.504, N6 1.278, H8 1.057
2 C 0.345 1.550 1.929  C1 1.504, N6 1.511, H9 1.053, H10 1.183
3 C 0.807 -1.458 -1.135  C5 1.521, H11 1.052, H12 1.048, H13 1.124
4 C -1.492 -0.066 -1.226  C5 1.448, H14 1.208, H15 1.113, H16 1.113
5 C -0.057 -0.207 -1.093  C3 1.521, C4 1.448, I7 2.085
6 N 0.379 0.367 0.991  C1 1.278, C2 1.511
7 I 1.092 1.443 -1.643  C5 2.085
8 H 0.331 -0.729 2.896  C1 1.057
9 H -0.582 1.946 2.233  C2 1.053
10 H 1.188 2.365 2.088  C2 1.183
11 H 1.644 -1.253 -0.533  C3 1.052
12 H 0.325 -2.331 -0.812  C3 1.048
13 H 1.141 -1.816 -2.147  C3 1.124
14 H -1.791 1.102 -1.292  C4 1.208
15 H -1.985 -0.459 -0.309  C4 1.113
16 H -1.819 -0.537 -2.180  C4 1.113

Results
- Net charge: +1
- Multiplicity: 1
- Kohn-Sham gap: 0.3162 Eh
- LUMO energy: -5.3 eV
- Max |F|: 3.594 eV/A
- E_HOMO: -13.94 eV

These are the Löwdin partial charges, in e, on atoms 1 to 4: 0.033, -0.091, -0.136, -0.142